# C7H14

One molecule with the formula C7H14 at a distorted geometry (ωB97M-V/def2-TZVPD, the Open Molecules 2025 dataset).

Element x y z (Å)
C: -1.95 -2.36 -0.30
C: -0.78 -1.90 -0.74
C: -0.60 -0.63 -1.53
C: 0.43 0.31 -0.87
C: -0.19 1.07 0.28
C: 0.76 1.92 1.15
C: 1.98 1.19 1.65
H: -2.85 -1.77 -0.39
H: -1.98 -3.35 0.15
H: 0.11 -2.52 -0.61
H: -1.57 -0.12 -1.43
H: -0.40 -0.82 -2.58
H: 0.91 0.94 -1.62
H: 1.21 -0.34 -0.46
H: -0.98 1.73 -0.10
H: -0.69 0.36 0.94
H: 1.04 2.82 0.61
H: 0.15 2.27 1.99
H: 2.52 0.73 0.82
H: 2.72 1.93 1.99
H: 1.84 0.46 2.44

Electronic energy ... -7485.3514 eV
E_LUMO ... 1.254 eV
Charge ... 0
Energy above the lowest of the compared OMol25 structures with the same formula, charge and spin ... 91.0 kJ/mol
Structure (SMILES) ... C=CCCCCC
HOMO level ... -9.627 eV
Kohn-Sham gap ... 10.881 eV